No. 1
{
  "formula": "C2H11O3S",
  "method": "wB97M-V/def2-TZVPD",
  "e_tot_ha": -706.7502,
  "charge": -1,
  "lumo_ev": 3.871,
  "e_homo_ev": -3.24,
  "de_lowest_kcal_mol": 14.8,
  "species": ["C", "C", "S", "H", "H", "H", "H", "H", "H", "H", "O", "H", "H", "O", "H", "H", "O"],
  "xyz": [[0.59, 0.67, -1.88], [-0.20, 1.02, -0.61], [0.87, 1.82, 0.64], [0.78, 1.59, -2.45], [1.56, 0.30, -1.60], [0.06, -0.08, -2.48], [-0.95, 1.75, -0.87], [-0.64, 0.10, -0.23], [1.54, -1.22, 2.23], [1.09, -0.11, 1.18], [1.30, -1.08, 1.32], [0.87, -3.21, -0.07], [-0.47, -2.95, -0.70], [-0.01, -3.59, -0.15], [-1.51, 1.47, 1.45], [-2.58, 2.20, 2.25], [-2.31, 1.32, 1.98]],
  "nbo_charge": [-0.62, -0.53, -0.67, 0.19, 0.21, 0.17, 0.18, 0.18, 0.45, 0.48, -1.04, 0.49, 0.47, -0.95, 0.50, 0.45, -0.97]
}


No. 2
{
  "formula": "C2H11O4",
  "method": "wB97M-V/def2-TZVPD",
  "e_tot_ha": -383.7919,
  "charge": -1,
  "lumo_ev": 3.984,
  "e_homo_ev": -4.23,
  "de_lowest_kcal_mol": 8.7,
  "species": ["C", "O", "C", "H", "H", "H", "H", "H", "H", "H", "O", "H", "H", "O", "H", "H", "O"],
  "xyz": [[-0.10, -0.81, -0.86], [0.34, 0.02, 0.17], [-0.81, -2.05, -0.31], [0.80, -1.17, -1.39], [-0.74, -0.29, -1.58], [-1.65, -2.38, -0.94], [-1.35, -1.78, 0.60], [-0.17, -2.90, -0.11], [1.79, 0.86, 2.41], [0.62, 0.12, 1.77], [1.02, 0.35, 2.66], [-1.86, 2.33, -0.21], [-1.30, 1.05, 0.37], [-2.02, 1.72, 0.51], [1.49, 0.93, -0.85], [1.73, 2.42, -1.14], [2.20, 1.58, -1.12]],
  "nbo_charge": [-0.05, -1.00, -0.64, 0.12, 0.11, 0.17, 0.21, 0.19, 0.45, 0.52, -1.01, 0.44, 0.51, -0.99, 0.51, 0.45, -1.00]
}


No. 3
{
  "formula": "C2H11O4",
  "method": "wB97M-V/def2-TZVPD",
  "e_tot_ha": -383.5659,
  "s2": 0.754,
  "lumo_ev": [0.244, -4.212],
  "e_homo_ev": [-10.01, -9.91],
  "multiplicity": 2,
  "de_lowest_kcal_mol": 61.9,
  "species": ["C", "O", "C", "H", "H", "H", "H", "H", "H", "H", "O", "H", "H", "O", "H", "H", "O"],
  "xyz": [[0.08, 1.15, -1.29], [0.80, 0.48, -0.27], [-0.78, 0.27, -2.08], [0.82, 1.59, -1.96], [-0.55, 1.99, -0.71], [-1.71, 0.17, -1.50], [0.17, -0.35, -2.31], [-0.93, 0.79, -2.98], [2.86, 1.06, 1.11], [2.62, -0.27, 1.55], [3.03, 0.50, 1.92], [-1.84, -0.47, 3.17], [-1.55, -1.35, 1.76], [-1.61, -1.34, 2.80], [-1.00, -2.35, 0.47], [0.25, -0.40, -0.04], [-0.65, -1.47, 0.34]],
  "nbo_charge": [-0.05, -0.77, -0.69, 0.17, 0.14, 0.23, 0.24, 0.22, 0.47, 0.46, -0.93, 0.49, 0.46, -0.93, 0.46, 0.47, -0.45]
}


No. 4
{
  "formula": "C2H11O6",
  "method": "wB97M-V/def2-TZVPD",
  "e_tot_ha": -534.3058,
  "charge": -1,
  "lumo_ev": 3.603,
  "e_homo_ev": -5.62,
  "de_lowest_kcal_mol": 33.1,
  "species": ["O", "C", "O", "C", "H", "H", "H", "H", "H", "O", "H", "H", "O", "H", "H", "O", "H", "H", "O"],
  "xyz": [[0.06, 1.12, 0.62], [0.23, 0.33, -0.36], [-0.73, -0.04, -1.03], [1.57, -0.17, -0.69], [1.72, 0.15, -1.68], [2.25, -0.08, 0.14], [1.57, -1.37, -0.64], [0.88, 1.85, 2.18], [1.07, 1.01, 3.44], [1.26, 1.89, 3.10], [0.60, -2.90, -1.53], [0.20, -1.61, -2.30], [0.64, -2.45, -2.33], [-2.10, 1.58, 0.33], [-1.69, 1.91, -1.15], [-2.37, 2.01, -0.45], [-1.77, -0.99, 1.49], [-1.45, -0.84, 0.13], [-1.93, -1.42, 0.74]],
  "nbo_charge": [-0.82, 0.76, -0.79, -0.74, 0.23, 0.22, 0.21, 0.52, 0.45, -0.99, 0.46, 0.50, -0.97, 0.49, 0.48, -0.98, 0.44, 0.48, -0.98]
}


No. 5
{
  "formula": "C2H12AlFNO2P2SSi2",
  "method": "wB97M-V/def2-TZVPD",
  "e_tot_ha": -2289.7502,
  "charge": 3,
  "lumo_ev": -15.541,
  "e_homo_ev": -18.30,
  "species": ["C", "P", "C", "Si", "O", "Si", "F", "S", "P", "N", "O", "H", "H", "H", "H", "H", "H", "H", "H", "H", "H", "H", "H", "Al"],
  "xyz": [[-0.38, 2.39, 2.99], [0.33, 1.06, 1.96], [-0.45, -0.46, 2.63], [-0.30, 1.38, -0.19], [0.88, 0.93, -1.27], [1.35, -0.60, -1.48], [1.08, -1.52, -0.24], [3.37, -0.60, -1.97], [0.25, -1.65, -3.31], [-1.37, -1.69, -3.05], [0.82, -3.09, -3.37], [-1.47, 2.32, 2.97], [-0.06, 2.19, 4.01], [-0.02, 3.37, 2.72], [0.32, -1.22, 2.68], [-0.85, -0.23, 3.60], [-1.22, -0.81, 1.94], [-0.51, 2.86, -0.43], [-1.61, 0.75, -0.48], [3.78, -1.73, -1.36], [-1.59, -2.20, -2.18], [-1.83, -2.20, -3.81], [0.62, -3.67, -2.62], [-1.13, 4.41, 0.27]],
  "nbo_charge": [-0.95, 0.70, -0.92, 1.19, -1.22, 1.70, -0.61, -0.21, 1.56, -1.19, -0.93, 0.27, 0.31, 0.25, 0.29, 0.29, 0.27, -0.37, -0.13, 0.23, 0.44, 0.47, 0.56, 1.02]
}


No. 6
{
  "formula": "C2H12BN3O2P",
  "method": "wB97M-V/def2-TZVPD",
  "e_tot_ha": -764.1592,
  "charge": 1,
  "lumo_ev": -4.541,
  "e_homo_ev": -13.34,
  "species": ["N", "C", "N", "N", "C", "P", "B", "O", "O", "H", "H", "H", "H", "H", "H", "H", "H", "H", "H", "H", "H"],
  "xyz": [[0.33, 1.60, -0.41], [-0.91, 1.09, 0.17], [-1.96, 0.96, -0.83], [-1.38, 2.04, 1.19], [-0.77, -0.32, 0.93], [0.90, -1.13, 0.79], [1.31, -1.82, -0.99], [0.41, -1.55, -2.04], [2.48, -2.55, -1.17], [1.06, 1.76, 0.28], [0.66, 1.06, -1.21], [-1.65, 0.43, -1.65], [-2.75, 0.49, -0.41], [-1.23, 2.96, 0.78], [-0.72, 2.01, 1.98], [-0.96, -0.16, 2.02], [-1.52, -1.07, 0.59], [0.86, -2.29, 1.64], [1.97, -0.34, 1.30], [0.75, -0.77, -2.52], [3.10, -2.39, -0.44]],
  "nbo_charge": [-0.84, 0.41, -0.81, -0.80, -0.71, 0.59, 0.92, -0.90, -0.82, 0.37, 0.35, 0.37, 0.38, 0.39, 0.34, 0.28, 0.28, 0.09, 0.09, 0.52, 0.50]
}


No. 7
{
  "formula": "C2H12MgO6",
  "method": "wB97M-V/def2-TZVPD",
  "e_tot_ha": -734.7214,
  "lumo_ev": -1.473,
  "e_homo_ev": -6.32,
  "de_lowest_kcal_mol": 157.2,
  "species": ["Mg", "O", "C", "C", "O", "H", "H", "H", "H", "O", "H", "H", "O", "H", "H", "O", "H", "H", "O", "H", "H"],
  "xyz": [[-0.16, 0.41, 0.27], [-0.94, -2.17, -1.17], [0.14, -2.84, -1.84], [1.66, -2.66, -1.30], [2.00, -1.30, -0.98], [0.19, -2.55, -2.89], [-0.04, -3.92, -1.83], [2.37, -3.15, -1.96], [1.94, -3.27, -0.43], [-0.07, 2.56, -1.84], [0.46, 3.32, -1.60], [-0.78, 2.93, -2.37], [-0.43, -0.62, 3.15], [-1.18, -0.69, 3.74], [0.33, -0.52, 3.73], [1.22, 2.76, 1.84], [0.86, 3.60, 1.57], [2.17, 2.87, 1.76], [-2.85, 1.75, 0.73], [-3.44, 2.50, 0.68], [-3.44, 0.99, 0.75]],
  "nbo_charge": [1.20, -0.79, -0.09, -0.10, -0.79, 0.13, 0.15, 0.15, 0.12, -0.95, 0.47, 0.48, -0.95, 0.48, 0.48, -0.95, 0.48, 0.49, -0.97, 0.48, 0.49]
}


No. 8
{
  "formula": "C2H12N10",
  "method": "wB97M-V/def2-TZVPD",
  "e_tot_ha": -630.1223,
  "charge": 2,
  "lumo_ev": -6.264,
  "e_homo_ev": -14.58,
  "de_lowest_kcal_mol": 38.5,
  "species": ["C", "C", "N", "N", "N", "N", "N", "N", "N", "N", "N", "N", "H", "H", "H", "H", "H", "H", "H", "H", "H", "H", "H", "H"],
  "xyz": [[-5.12, -0.01, -0.61], [-6.46, -0.38, -0.53], [-3.98, 0.26, -0.46], [13.41, 0.19, -0.80], [-7.47, 0.47, -0.71], [-9.65, -0.67, 1.44], [12.36, -0.49, -1.13], [-7.07, 1.80, -0.90], [13.07, -0.18, 1.47], [-9.04, -0.98, 0.22], [13.77, 0.21, 0.41], [-8.75, 0.18, -0.52], [-10.63, -0.44, 1.56], [-9.06, -0.57, 2.16], [11.56, -0.80, -0.40], [12.04, -0.30, -2.09], [-7.65, 2.39, -1.44], [-6.06, 1.89, -0.66], [12.23, -0.77, 1.23], [13.59, -0.47, 2.29], [-6.63, -1.41, -0.12], [-9.63, -1.64, -0.32], [14.60, 0.82, 0.72], [-9.41, 0.90, -0.82]],
  "nbo_charge": [0.14, -0.07, -0.13, 0.12, 0.15, -0.67, -0.55, -0.61, -0.62, -0.30, -0.07, -0.25, 0.39, 0.38, 0.39, 0.44, 0.43, 0.44, 0.39, 0.43, 0.30, 0.40, 0.45, 0.41]
}


No. 9
{
  "formula": "C2H12N2O2",
  "method": "wB97M-V/def2-TZVPD",
  "e_tot_ha": -343.3073,
  "charge": -1,
  "s2": 0.750,
  "lumo_ev": [3.854, 3.774],
  "e_homo_ev": [1.24, -5.14],
  "multiplicity": 2,
  "de_lowest_kcal_mol": 23.2,
  "species": ["C", "N", "C", "N", "H", "H", "H", "H", "H", "H", "H", "H", "H", "H", "O", "H", "H", "O"],
  "xyz": [[1.51, 0.28, -2.12], [0.41, -0.30, -1.36], [-0.07, 0.62, -0.34], [-0.73, -0.07, 0.74], [1.97, -0.50, -2.76], [1.16, 1.14, -2.74], [2.15, 0.86, -1.43], [-0.35, -0.71, -1.90], [-0.71, 1.40, -0.80], [0.77, 1.17, 0.15], [-1.74, 0.02, 0.66], [-0.52, -1.00, 1.09], [-1.61, 1.88, 2.99], [-1.80, 1.56, 1.56], [-1.68, 2.32, 2.14], [1.58, -2.86, 0.91], [0.85, -2.23, -0.26], [0.69, -2.73, 0.56]],
  "nbo_charge": [-0.80, -0.75, -0.23, -0.91, 0.18, 0.14, 0.19, 0.35, 0.15, 0.17, 0.32, 0.41, 0.45, 0.47, -0.97, 0.42, 0.48, -1.08]
}


No. 10
{
  "formula": "C2H12N2O2",
  "method": "wB97M-V/def2-TZVPD",
  "e_tot_ha": -343.3660,
  "lumo_ev": 0.459,
  "e_homo_ev": -9.36,
  "smiles": "CNCN.O.O",
  "de_lowest_kcal_mol": 17.0,
  "species": ["C", "N", "C", "N", "H", "H", "H", "H", "H", "H", "H", "H", "H", "H", "O", "H", "H", "O"],
  "xyz": [[0.64, -1.81, -1.12], [-0.74, -1.42, -0.78], [-0.80, -0.46, 0.31], [-0.40, 0.87, -0.10], [1.03, -2.38, -0.28], [0.60, -2.47, -1.99], [1.30, -0.95, -1.36], [-1.16, -0.97, -1.58], [-0.14, -0.82, 1.10], [-1.80, -0.45, 0.73], [-0.91, 1.69, 0.20], [0.59, 0.97, 0.03], [1.33, 5.64, 1.01], [2.29, 6.79, 0.71], [1.39, 6.60, 0.99], [-0.80, -3.70, 1.44], [-1.21, -3.17, 0.06], [-1.23, -3.97, 0.62]],
  "nbo_charge": [-0.43, -0.65, -0.06, -0.88, 0.20, 0.21, 0.17, 0.37, 0.16, 0.19, 0.38, 0.36, 0.47, 0.47, -0.94, 0.46, 0.49, -0.97]
}


No. 11
{
  "formula": "C2H12N2O2",
  "method": "wB97M-V/def2-TZVPD",
  "e_tot_ha": -343.3650,
  "lumo_ev": 0.701,
  "e_homo_ev": -9.33,
  "smiles": "NCCN.O.O",
  "de_lowest_kcal_mol": 17.6,
  "species": ["N", "C", "C", "N", "H", "H", "H", "H", "H", "H", "H", "H", "H", "H", "O", "H", "H", "O"],
  "xyz": [[1.66, 0.40, 0.95], [0.24, 0.74, 1.07], [-0.63, -0.49, 1.21], [-0.97, -1.05, -0.10], [2.22, 1.24, 0.96], [1.98, 0.02, 1.82], [0.07, 1.32, 1.99], [-0.18, 1.28, 0.22], [-1.58, -0.24, 1.68], [-0.10, -1.22, 1.83], [-1.25, -2.01, -0.05], [-0.34, -0.88, -0.88], [3.34, -0.58, -1.88], [2.08, 0.20, -1.72], [2.65, -0.15, -2.42], [-2.57, -0.09, -1.78], [-3.20, 1.14, -1.19], [-3.41, 0.36, -1.70]],
  "nbo_charge": [-0.84, -0.23, -0.21, -0.88, 0.36, 0.35, 0.17, 0.19, 0.19, 0.17, 0.37, 0.37, 0.47, 0.47, -0.94, 0.48, 0.46, -0.94]
}


No. 12
{
  "formula": "C2H12N2O3",
  "method": "wB97M-V/def2-TZVPD",
  "e_tot_ha": -418.5511,
  "lumo_ev": 0.549,
  "e_homo_ev": -8.74,
  "smiles": "C/N=C\\N.O.O.O",
  "de_lowest_kcal_mol": 55.2,
  "species": ["C", "N", "C", "N", "H", "H", "H", "H", "H", "H", "H", "H", "O", "H", "H", "O", "H", "H", "O"],
  "xyz": [[-0.29, 1.88, 2.53], [2.19, 2.13, 1.26], [1.62, 0.94, 1.66], [0.41, 0.78, 1.93], [-1.08, 1.35, 3.16], [0.32, 2.41, 3.24], [-0.53, 2.71, 1.91], [1.49, 2.88, 1.26], [3.05, 1.93, 0.72], [2.46, 0.19, 1.63], [-4.99, -1.67, -0.39], [-4.12, -0.44, -0.57], [-5.03, -0.75, -0.61], [3.30, -3.01, -5.27], [4.08, -4.12, -4.55], [4.18, -3.22, -5.00], [-2.24, -0.72, -0.59], [-2.35, -1.67, -1.63], [-2.46, -1.62, -0.68]],
  "nbo_charge": [-0.46, -0.86, 0.32, -0.53, 0.22, 0.18, 0.18, 0.40, 0.41, 0.15, 0.47, 0.46, -0.94, 0.47, 0.47, -0.94, 0.46, 0.47, -0.92]
}


No. 13
{
  "formula": "C2H12N2O3",
  "method": "wB97M-V/def2-TZVPD",
  "e_tot_ha": -418.5932,
  "lumo_ev": 0.257,
  "e_homo_ev": -9.15,
  "smiles": "[H]/N=C/NC.O.O.O",
  "de_lowest_kcal_mol": 28.8,
  "species": ["C", "N", "C", "N", "H", "H", "H", "H", "H", "H", "H", "H", "O", "H", "H", "O", "H", "H", "O"],
  "xyz": [[0.20, 2.00, 1.60], [-0.15, 1.26, 0.42], [-0.61, 1.78, -0.74], [-0.95, 1.12, -1.79], [1.23, 1.87, 1.91], [-0.33, 1.63, 2.49], [-0.08, 3.04, 1.42], [-0.27, 0.25, 0.40], [-0.76, 2.87, -0.71], [-0.92, 1.78, -2.55], [-2.56, -1.29, -0.10], [-3.95, -0.94, -0.71], [-3.40, -0.88, 0.09], [2.33, -4.07, 1.95], [2.25, -5.40, 1.26], [2.87, -4.82, 1.65], [1.72, -0.39, -1.51], [1.27, 0.18, -2.75], [2.10, 0.01, -2.32]],
  "nbo_charge": [-0.40, -0.60, 0.31, -0.79, 0.20, 0.20, 0.21, 0.39, 0.14, 0.35, 0.47, 0.48, -0.94, 0.47, 0.46, -0.93, 0.46, 0.47, -0.93]
}